1.
{"formula": "C3H14O4", "method": "ωB97M-V/def2-TZVPD", "smiles": "C=CC.O.O.O.O", "homo_lumo_gap_ev": 10.290, "multiplicity": 1, "e_above_lowest_kj_mol": 203.5, "homo_ev": -9.8012, "elements": ["C", "C", "C", "H", "H", "H", "H", "H", "H", "O", "H", "H", "O", "H", "H", "O", "H", "H", "O", "H", "H"], "coordinates": [[0.802619, -0.709804, -2.820943], [1.163034, -0.707043, -1.537684], [0.208331, -0.674378, -0.400395], [1.544377, -0.452305, -3.561562], [-0.218740, -0.991459, -3.045430], [2.191512, -0.448789, -1.322180], [-0.810257, -0.844401, -0.743871], [0.555624, -1.203505, 0.491333], [0.231421, 0.356585, 0.003051], [1.299848, 2.796512, 1.124097], [1.987438, 2.467211, 0.586159], [1.117097, 2.259178, 1.896622], [-2.606723, 0.170654, -1.303429], [-2.894598, 0.257807, -2.217246], [-2.003367, 0.927282, -1.332121], [1.638337, 0.252583, 2.518201], [1.447287, -0.315904, 1.751314], [2.478223, -0.217955, 2.596804], [-2.092647, -1.594255, 1.467709], [-3.036476, -1.656066, 1.602236], [-1.759219, -0.851062, 0.969803]], "atomic_forces_ev_per_a": [[0.151, -0.356, 1.022], [0.059, 0.894, -0.582], [0.510, 0.882, 0.510], [-0.218, -0.330, -0.369], [0.006, 0.263, -0.486], [0.225, -0.085, 0.170], [0.195, -0.596, 0.386], [-0.516, -0.905, -0.415], [-0.128, 0.037, -0.401], [-1.724, 1.557, 0.401], [1.113, -0.976, -0.320], [0.627, -0.527, -0.171], [0.224, 0.844, -0.645], [-0.624, -0.617, -0.184], [0.184, -0.033, 0.736], [0.723, -1.403, -0.988], [-1.350, 0.713, -0.084], [0.695, 0.699, 1.303], [0.915, -1.144, 0.733], [-0.107, 0.766, -0.461], [-0.961, 0.318, -0.157]]}



2.
{"formula": "C27H21N8O2S3V", "method": "ωB97M-V/def2-TZVPD", "homo_lumo_gap_ev": [7.387, 7.435], "multiplicity": 4, "total_charge": 1, "e_above_lowest_kj_mol": 0.0, "homo_ev": [-10.2480, -10.2928], "elements": ["V", "N", "C", "C", "C", "C", "C", "C", "S", "O", "O", "N", "C", "N", "C", "C", "C", "N", "H", "H", "H", "H", "H", "H", "H", "H", "H", "N", "C", "C", "C", "C", "C", "C", "N", "C", "C", "C", "S", "C", "N", "H", "H", "H", "H", "H", "H", "H", "S", "C", "N", "C", "C", "C", "C", "C", "C", "H", "H", "H", "H", "H"], "coordinates": [[-0.709991, 0.385838, 0.283226], [1.333333, -6.542291, 4.230268], [0.834716, -5.707529, 3.260628], [0.014490, -4.644151, 3.529593], [-0.322097, -3.737720, 2.470636], [0.139625, -4.036499, 1.185741], [0.984882, -5.102851, 0.984442], [1.297097, -5.975179, 1.950589], [-0.241307, -2.938700, -0.087577], [-1.699616, -3.019806, -0.255339], [0.513260, -3.254380, -1.290728], [0.069069, -1.483919, 0.530859], [1.349560, -1.134329, 0.676991], [2.392940, -1.923374, 0.732116], [3.560900, -1.433530, 1.008270], [3.786903, -0.097170, 1.373377], [2.675211, 0.726930, 1.244514], [1.496860, 0.230000, 0.797296], [0.689474, -7.017888, 4.892648], [1.938218, -7.237561, 3.877396], [-0.347225, -4.490022, 4.533355], [-0.956397, -2.873723, 2.604325], [1.449611, -5.088903, 0.031733], [1.936942, -6.866861, 1.827851], [4.362992, -2.225451, 1.001144], [4.721891, 0.303006, 1.747679], [2.705731, 1.810906, 1.386068], [-3.202385, 3.399868, -0.491446], [-2.174144, 4.391712, -0.234882], [-2.140838, 5.812179, -0.397476], [-1.058186, 6.408242, 0.194687], [-0.023082, 5.642035, 0.832084], [-0.041682, 4.289656, 0.944422], [-1.178212, 3.663979, 0.401965], [-1.528894, 2.295711, 0.447402], [-2.718370, 2.214384, -0.120843], [-3.510007, 1.020215, -0.289186], [-4.817178, 0.898267, -0.628817], [-5.208062, -0.790081, -0.553807], [-3.588362, -1.175248, -0.198129], [-2.837826, -0.127590, -0.048312], [-4.023252, 3.531016, -1.078194], [-2.917240, 6.399978, -0.910253], [-0.980041, 7.446801, 0.122632], [0.774518, 6.178344, 1.193873], [0.718139, 3.702849, 1.505984], [-5.481446, 1.697122, -0.957459], [-3.236653, -2.205982, -0.002593], [0.153811, -0.906174, -4.080003], [-0.644880, -0.709161, -2.572939], [-0.324431, 0.321091, -1.825839], [0.633598, 1.054385, -2.475577], [1.119997, 2.332265, -2.016740], [1.980780, 3.002271, -2.830312], [2.382306, 2.519671, -4.095161], [1.895977, 1.320322, -4.552368], [1.009500, 0.630082, -3.745710], [-1.301226, -1.479436, -2.156538], [0.760968, 2.709609, -1.066522], [2.455214, 3.946086, -2.476515], [2.963532, 3.079554, -4.775762], [2.110984, 0.861138, -5.588767]], "atomic_forces_ev_per_a": [[0.377, -0.419, 0.037], [-1.114, -0.747, 2.156], [0.535, -1.149, -0.919], [-0.907, 1.887, -1.225], [0.213, -1.821, 0.440], [-0.010, 0.602, 1.845], [0.186, 0.778, -1.634], [0.362, -0.679, 1.674], [-1.030, -1.457, -1.308], [1.363, 0.277, 0.075], [-0.273, 0.544, 1.057], [-0.499, -0.926, -0.534], [1.748, 2.552, 0.585], [-0.910, -1.672, -0.570], [2.123, -0.420, 0.791], [-0.596, 0.158, -0.006], [-0.608, -0.617, -0.988], [-0.461, 0.061, 0.665], [0.470, 1.051, -0.640], [0.705, -0.658, -0.457], [0.013, 0.177, 0.120], [-0.031, -0.018, 0.333], [0.285, -0.652, -0.930], [-0.317, 0.750, -0.280], [-0.549, 1.239, 0.060], [-0.033, -0.270, -0.223], [0.079, -0.389, 0.080], [0.975, 2.204, -0.666], [-1.575, -0.306, -0.176], [-0.354, -1.254, 0.261], [0.469, -1.953, -0.044], [-1.758, 0.469, -1.081], [-0.253, -1.063, 0.325], [0.027, -0.726, 0.177], [-0.390, 0.864, -0.404], [-0.408, 1.079, 0.139], [-0.033, 0.245, -0.095], [-0.082, -0.376, -0.047], [-0.096, 0.608, -0.513], [-0.746, -0.721, 0.747], [1.068, -0.415, 0.170], [0.410, 0.038, 0.355], [0.389, -0.510, 0.336], [0.340, 1.455, 0.057], [1.767, 1.128, 0.954], [-0.566, 0.587, -0.614], [-0.031, -0.532, 0.324], [-0.342, 0.894, -0.272], [0.179, 1.214, 0.724], [-0.192, -0.560, 0.672], [-0.039, -0.982, -0.565], [0.647, 2.840, -0.116], [-0.693, -1.852, -0.301], [1.353, 1.367, 0.028], [-0.903, -0.751, 0.277], [0.111, -0.966, -1.987], [-0.787, -1.654, 0.494], [0.091, 0.220, -0.513], [0.263, 0.068, -0.078], [-0.667, -0.687, -0.336], [0.812, 0.717, -0.214], [-0.106, 1.134, 1.781]]}



3.
{"formula": "C3H2HoO3", "method": "ωB97M-V/def2-TZVPD", "homo_lumo_gap_ev": [4.741, 4.217], "multiplicity": 6, "total_charge": 2, "e_above_lowest_kj_mol": 128.4, "homo_ev": [-15.4048, -16.3603], "elements": ["O", "C", "O", "O", "C", "C", "H", "H", "Ho"], "coordinates": [[-3.144097, 1.083694, -2.510396], [-2.709563, 0.145942, -2.016333], [-2.383036, -0.885023, -1.556760], [0.393720, -0.694497, 0.725229], [1.196773, -0.113449, 1.532341], [2.235837, 0.713647, 1.389726], [2.928099, 0.887049, 2.214130], [2.481954, 1.136645, 0.405313], [-0.999688, -2.274008, -0.183250]], "atomic_forces_ev_per_a": [[0.961, -1.054, 0.807], [-1.861, 2.175, -1.633], [1.232, -1.502, 1.195], [-1.381, -1.754, 0.675], [0.218, 0.318, -3.062], [-0.010, -0.780, 1.040], [-0.353, 0.207, -0.143], [-0.328, -0.174, 0.311], [1.522, 2.565, 0.812]]}



4.
{"formula": "C26H33BrGeMnN2OS3", "method": "ωB97M-V/def2-TZVPD", "homo_lumo_gap_ev": [6.585, 6.851], "multiplicity": 6, "e_above_lowest_kj_mol": 187.3, "homo_ev": [-6.9986, -7.4906], "elements": ["Mn", "C", "C", "S", "O", "C", "C", "H", "H", "H", "H", "H", "H", "H", "H", "H", "H", "C", "C", "C", "C", "C", "C", "Ge", "C", "C", "C", "C", "C", "C", "C", "C", "C", "C", "C", "C", "H", "H", "H", "H", "H", "H", "H", "H", "H", "H", "H", "H", "H", "H", "H", "Br", "C", "N", "C", "S", "N", "C", "H", "H", "H", "H", "H", "H", "H", "H", "S", "C"], "coordinates": [[-0.597818, 1.096066, -0.494219], [-4.378183, 2.306405, 1.262408], [-3.735182, 3.260184, 0.225245], [-2.061749, 3.771152, 0.636272], [-1.428322, 2.380718, 1.065744], [-2.157934, 4.828971, 2.139294], [-2.827270, 4.184947, 3.331187], [-3.656715, 1.647300, 1.772401], [-5.007586, 1.536501, 0.818173], [-4.965673, 2.784467, 2.022994], [-4.338312, 4.192006, 0.154490], [-3.740316, 2.755166, -0.763196], [-2.701267, 5.712154, 1.714318], [-1.088292, 5.111958, 2.326126], [-3.875972, 4.219279, 3.238438], [-2.495730, 4.678473, 4.221937], [-2.552967, 3.103647, 3.168928], [4.831654, -1.491270, -1.543634], [3.876042, -1.335119, -2.476315], [2.523302, -1.360724, -2.123800], [2.084989, -1.723455, -0.839149], [3.122169, -1.936063, 0.135336], [4.467157, -1.889033, -0.248621], [0.243662, -1.481096, -0.233917], [-0.627889, -2.369940, -1.773688], [-1.536489, -1.699153, -2.704819], [-1.791766, -2.252812, -3.971264], [-1.324616, -3.496996, -4.329551], [-0.537979, -4.179133, -3.418619], [-0.092274, -3.600895, -2.241358], [-0.091962, -2.649508, 1.317170], [0.319659, -3.948037, 1.395618], [-0.016191, -4.704372, 2.464816], [-0.836918, -4.254195, 3.461080], [-1.220522, -2.914760, 3.415889], [-0.879527, -2.105287, 2.319484], [5.937335, -1.417708, -1.763151], [4.128607, -1.085298, -3.477543], [1.726105, -1.060377, -2.888503], [2.840466, -2.165657, 1.098518], [5.256853, -2.079310, 0.442827], [-1.871190, -0.710494, -2.466475], [-2.384074, -1.649660, -4.662176], [-1.675866, -4.056316, -5.212210], [-0.149423, -5.178448, -3.667053], [0.673141, -4.078839, -1.684568], [0.859943, -4.349386, 0.501851], [0.369230, -5.722405, 2.405473], [-1.215359, -4.837563, 4.279774], [-1.739391, -2.444853, 4.307427], [-1.099595, -1.045174, 2.306216], [-1.186915, 2.558773, -2.406431], [2.466617, 1.396844, 1.228407], [1.439421, 2.239110, 0.552098], [1.909333, 3.455358, -0.058685], [1.190505, 4.876953, 0.460265], [2.871404, 3.214407, -0.961131], [3.083030, 2.045684, -1.801310], [1.981190, 1.001178, 2.124045], [3.287218, 2.008865, 1.474329], [2.894692, 0.647143, 0.503456], [0.723522, 2.554200, 1.285037], [3.225194, 4.147084, -1.271593], [3.847160, 1.332588, -1.505852], [3.172216, 2.383658, -2.816491], [2.216840, 1.472572, -1.755570], [-3.295578, -1.413127, 0.156708], [-2.385835, -0.217353, -0.172889]], "atomic_forces_ev_per_a": [[0.018, 0.079, 0.428], [0.510, -1.047, -0.040], [-1.561, -0.103, 0.786], [1.264, -1.464, -0.230], [-0.453, 1.692, -0.072], [-0.111, 0.540, -1.048], [1.250, -1.378, -1.470], [0.203, 0.632, -0.164], [-0.283, 0.373, -0.539], [-0.206, 0.451, 0.237], [0.388, -0.483, -0.161], [0.618, 0.603, 0.510], [0.523, -0.454, 0.468], [-0.944, -0.320, -0.330], [-1.271, 0.268, 0.077], [0.189, -0.290, 0.698], [-0.056, 0.888, 1.316], [2.405, -1.140, 1.479], [-1.647, 0.823, -0.712], [-1.683, -0.089, -0.535], [2.092, 0.733, 0.747], [0.309, 0.086, -3.432], [-0.805, 0.719, -0.162], [-0.521, 0.341, -0.651], [-0.740, -0.056, -2.434], [2.237, -1.825, 0.562], [-0.620, 1.321, 0.487], [-0.561, -1.152, 0.200], [0.973, -0.806, -0.277], [-1.432, 1.466, 0.144], [-0.437, 1.799, -0.732], [0.848, 0.256, -2.169], [0.392, -2.616, -0.054], [-0.500, 1.371, 0.453], [-0.617, 1.205, 0.842], [0.559, -0.729, 1.316], [-1.444, -0.071, 0.021], [0.222, 0.215, -0.756], [1.262, -0.651, 0.937], [-0.403, -0.566, 2.138], [0.287, -0.104, 0.601], [-0.344, 0.349, -0.093], [0.058, -0.276, 0.095], [0.339, 0.744, 0.234], [-0.249, 0.464, 0.002], [0.501, -0.528, 0.510], [-0.232, 0.058, 1.217], [-0.341, -0.028, 0.539], [0.311, -0.442, 0.164], [0.387, -0.739, -1.265], [-0.249, -0.021, 0.073], [0.215, -0.231, -0.082], [-0.551, -0.678, -1.726], [-1.370, 1.174, 1.279], [-0.972, -2.296, 0.957], [0.920, -0.142, -0.662], [0.567, 3.194, 0.075], [0.241, 0.486, 0.423], [0.404, -0.425, -0.325], [1.053, 0.849, 0.766], [-0.840, 0.295, 1.071], [1.256, -0.567, -1.494], [-0.126, -1.478, -0.101], [0.627, 0.515, 0.153], [0.383, 0.023, -0.438], [-1.825, -1.008, -0.042], [0.551, 0.755, -0.171], [-0.965, -0.561, 0.364]]}



Number 1: total energy -11526.4998 eV, molar mass 114.14 g mol⁻¹. Number 2: total energy -102545.8613 eV, molar mass 636.66 g mol⁻¹. Number 3: total energy -35060.9719 eV, molar mass 250.98 g mol⁻¹. Number 4: total energy -222907.2623 eV, molar mass 693.22 g mol⁻¹.